1.
C34H51CaO26 as an isolated structure in a non-equilibrium geometry. Source: the Open Molecules 2025 dataset; level of theory: ωB97M-V with the def2-TZVPD basis set.

The energy relative to the best compared isomer or geometry (same formula, charge and spin) is 47.36 kcal per mole. Its frontier orbital gap is 6.5170 eV. For the LUMO energy, the calculation gives -5.30 eV. As for the total charge: +1.

XYZ file:
```
112
Properties=species:S:1:pos:R:3:forces:R:3
Ca 4.0462 -0.8109 -0.2087 -2.24 0.17 -1.15
O 1.4869 5.3699 0.3055 0.11 0.52 0.42
O 1.9419 3.9134 -4.8444 0.60 0.49 -0.18
O 4.1480 -2.0861 -2.2657 0.28 0.42 0.36
O 2.1572 0.5123 0.4830 0.84 -0.17 0.32
O 2.0521 4.6726 -1.7218 0.60 0.27 0.57
O -6.3214 -1.0934 5.0561 0.00 0.35 0.05
O -4.3194 -2.1277 5.0713 0.07 0.46 -0.24
O 2.0812 -0.7747 6.0274 0.01 -0.63 -0.08
O 0.1285 -8.5237 0.7839 0.17 -0.04 -0.24
O 1.8736 1.9498 -5.9541 0.34 -0.33 -0.49
O -5.1363 1.7460 -1.7624 -0.13 0.01 -0.03
O 0.0672 -0.2270 5.2942 -0.79 0.65 -0.24
O 1.1383 1.0792 6.8088 -0.64 0.10 -0.13
O 0.9911 2.1136 -3.9238 0.89 0.24 0.07
O 4.9655 -3.4049 -3.8744 -0.34 -0.09 0.44
O 1.7473 -0.9578 -1.0659 0.60 -0.85 -0.31
O 3.0557 6.5006 -0.8223 1.00 0.83 -0.14
O 2.2697 5.1420 7.3280 -0.29 -0.85 -0.44
O 2.6560 4.1240 5.3699 0.14 -0.01 -0.74
O 0.7448 -6.9297 2.2229 -0.06 0.01 0.59
O 0.6247 4.1222 6.2143 -1.69 0.20 -0.38
O -3.0433 1.2733 -1.1804 0.36 -0.21 -0.56
O -5.3703 -1.7622 3.1539 -0.20 0.19 -0.93
O -3.8278 0.8005 -3.2778 0.44 -0.43 0.76
O 4.0103 -1.5269 -4.4321 -0.82 0.82 0.18
O 0.1142 -6.3622 0.1895 -0.19 0.56 -0.53
C 0.4249 3.6593 4.8823 0.89 -0.93 0.04
C -3.9110 1.2660 -2.0023 -0.50 0.20 0.04
C 0.3603 -5.1154 0.8345 -0.20 0.38 -0.02
C -0.8044 -4.1578 0.6285 0.33 -0.16 0.52
C -0.4265 4.0338 0.8105 -0.31 -1.19 -0.10
C 0.3191 -7.3807 1.0256 -0.27 -0.81 0.41
C 1.8262 3.8567 4.2438 -0.71 -0.66 -0.02
C -0.7052 0.5198 -4.3282 0.12 -1.06 0.41
C 1.8660 -1.6643 4.9329 -0.48 1.04 -0.23
C 0.1797 -1.1424 3.0626 0.19 0.22 0.41
C 1.0610 0.1242 6.1138 1.32 -0.10 0.46
C 4.3337 -2.3217 -3.4502 0.67 -0.38 0.05
C -3.4102 -2.5754 4.0837 -0.06 -0.70 -0.34
C -6.0236 1.4707 -2.8624 -0.35 0.45 -0.07
C 2.3098 2.6126 3.5122 0.42 0.98 0.00
C 0.9639 4.0408 0.2372 0.22 0.66 -0.05
C -0.1380 0.2861 -0.2531 -0.14 -0.28 -0.32
C 5.0418 -1.0321 -6.5302 0.76 0.77 -0.24
C 4.3489 -2.0933 -5.7328 0.45 -0.08 0.34
C -5.1123 0.8330 -3.8836 -0.03 0.03 -1.33
C -3.4996 -1.5584 1.7032 -0.81 0.67 -1.10
C 2.3107 5.6043 -0.7295 -1.59 -1.19 -0.84
C 1.6867 2.7672 -4.9006 -1.39 -0.18 0.33
C -5.4167 -1.5719 4.4651 -0.13 -0.74 1.19
C 1.3237 -0.0770 -0.2875 0.20 1.13 0.49
C 1.8718 4.4966 6.3991 1.28 1.52 1.29
C -6.6654 2.7484 -3.3857 -0.27 -0.34 0.04
C -4.1787 -2.4167 2.7493 0.82 0.31 0.23
C 0.3814 -1.3786 4.5430 1.26 -1.12 0.33
C 5.2027 -3.2852 -5.2756 0.23 -0.53 -1.27
C 1.4605 0.6263 -5.6454 0.63 -0.68 0.38
C 0.6282 -5.5236 2.2898 0.60 0.35 0.03
C 1.1141 3.7078 -1.2522 0.24 0.18 0.53
C 0.8045 0.7472 -4.2651 -1.30 0.13 -0.38
H -0.8683 -0.9411 2.8505 0.04 -0.04 -0.24
H 4.4401 -0.1435 -6.7237 -0.37 -0.24 0.07
H -5.0239 1.4126 -4.8062 0.00 0.25 0.19
H -1.1241 0.3296 -3.3399 -0.03 0.40 0.05
H -7.4282 2.5235 -4.1349 0.02 -0.26 0.05
H -3.3287 -0.5150 1.9821 0.40 -0.25 0.72
H 3.3330 2.7729 3.1633 0.03 0.00 0.06
H 0.1704 2.5999 4.9576 -0.07 0.03 -0.09
H 5.4117 -1.3635 -7.5010 -0.20 -0.36 0.05
H -0.3802 3.9759 1.8972 -0.20 0.54 0.03
H 2.0097 -2.7085 5.1949 0.22 0.08 0.25
H -3.1864 -3.6303 4.2591 0.00 0.06 0.15
H 0.7936 -0.2849 2.7760 -0.18 0.14 -0.03
H -7.1741 3.2921 -2.5920 0.21 0.13 0.03
H 2.3150 1.7747 4.2081 -0.23 -0.17 -0.20
H 0.1828 3.8220 -1.8048 0.00 -0.18 -0.05
H 1.7026 2.4897 2.6167 -0.18 -0.54 0.17
H 1.5540 2.7162 -1.3560 -0.26 -0.02 -0.31
H -2.6213 -1.9757 1.2130 0.11 -0.20 0.36
H -0.4321 -3.1587 0.8622 -0.17 0.14 -0.28
H -0.9337 -0.3995 -4.8759 0.10 0.08 -0.17
H -0.5011 0.6775 -1.2050 0.24 -0.35 -0.23
H 1.2587 -4.6724 0.3964 0.02 -0.16 -0.14
H -5.4732 -0.1395 -4.2259 0.42 -0.26 0.49
H 1.5780 -5.1350 2.6657 -0.04 0.04 -0.07
H 5.9181 -0.6511 -5.9980 0.00 -0.23 0.13
H 3.4278 -2.4322 -6.2084 -0.06 0.08 0.18
H -6.7444 0.7387 -2.5018 -0.20 0.21 0.08
H -0.4707 1.0431 0.4496 0.51 -0.22 0.47
H -0.1459 -5.2024 2.9920 -0.21 -0.29 -0.15
H -4.2171 -1.3730 0.8950 -0.04 -0.46 -0.08
H 0.8323 0.1662 -6.4072 -0.40 0.68 -0.10
H -5.9268 3.3559 -3.9075 0.09 0.19 0.33
H 1.6780 3.4943 0.8566 -0.32 -0.63 -0.19
H -0.6426 -0.6654 -0.0745 -0.35 0.16 -0.04
H -0.9521 3.1193 0.5148 0.17 -0.10 -0.07
H 0.5565 -1.9827 2.4768 -0.24 -0.20 0.08
H -4.4504 -3.3948 2.3497 -0.02 0.06 -0.09
H -1.6123 -4.3566 1.3347 -0.08 -0.20 -0.13
H -0.1557 -2.2236 4.9812 -0.61 0.17 -0.41
H 2.3241 -0.0411 -5.6131 0.27 0.29 0.15
H -2.4666 -2.0275 4.1159 -0.19 0.29 0.05
H -1.2260 1.3483 -4.8020 0.12 0.08 -0.01
H 1.7711 4.7302 3.5887 0.44 0.03 -0.01
H 1.2898 0.1525 -3.4919 -0.03 -0.24 -0.12
H -1.0697 4.8191 0.4198 0.31 0.38 0.25
H -0.3577 4.1709 4.3272 -0.08 0.37 0.43
H 2.5658 -1.3450 4.1560 -0.02 -0.27 -0.20
H -1.1802 -4.2202 -0.3896 0.06 0.17 -0.03
H 4.8917 -4.1792 -5.8163 -0.07 -0.17 0.44
H 6.2793 -3.2013 -5.4322 -0.08 0.42 0.05
```
Forces are in eV/Å.

=====

2.
C9H10FeI2O6STi as an isolated structure in a non-equilibrium geometry. Source: the Open Molecules 2025 dataset; level of theory: ωB97M-V with the def2-TZVPD basis set.

The energy relative to the best compared isomer or geometry (same formula, charge and spin) is 15.49 kcal per mole. The spin multiplicity is 7. Its expectation value of S² is 12.073. Its frontier orbital gap (spin up / spin down) is 6.2042 / 5.1339 eV. For the LUMO energy (spin up / spin down), the calculation gives -17.37 / -18.33 eV. As for the total charge: +4.

XYZ file:
```
30
Properties=species:S:1:pos:R:3:forces:R:3
I 2.7489 2.8428 -0.3821 -0.09 -0.21 0.03
I -3.9720 0.3297 0.0404 0.24 0.01 0.20
Fe -1.4882 0.3338 1.1979 -1.23 1.18 -2.01
Ti 1.0287 1.2247 1.0078 -4.28 3.66 -6.31
S -0.2613 0.4631 -0.8890 0.28 0.03 1.96
O -0.8097 2.4636 1.3248 -0.50 1.45 0.68
O -1.5557 -2.6587 1.7313 0.33 4.49 -0.69
O -2.3864 3.8046 2.2581 2.69 -0.16 -1.28
O -2.5720 0.7697 4.0008 1.74 -0.46 -4.18
O 2.9937 -1.0861 1.1485 -2.79 3.29 -0.14
O 2.0721 2.1638 3.7049 -1.67 -1.38 -3.59
C -0.8696 -1.3651 -2.7524 0.04 0.26 -0.07
C -2.1409 0.6155 2.9444 -2.35 0.07 5.40
C -1.4677 -1.5271 1.5426 -0.24 -4.93 0.79
C 2.2308 -0.2253 1.0959 6.32 -7.54 0.33
C 0.5383 -2.2889 -0.8860 0.06 -0.03 0.27
C -1.1643 3.6283 1.8136 -1.97 -2.98 0.60
C 1.6281 1.7816 2.7148 3.71 3.01 9.00
C 1.5575 -0.6749 -2.5583 -0.16 0.42 0.08
C 0.2969 -1.0887 -1.7908 -0.13 -0.65 -1.19
H 2.3666 -0.3848 -1.8841 0.14 -0.15 0.04
H 1.4020 -2.8467 -1.2675 -0.19 0.04 0.11
H -0.6453 -2.2735 -3.3245 -0.03 0.14 0.10
H 0.7579 -2.0002 0.1434 0.06 -0.23 -0.01
H -1.0084 -0.5379 -3.4537 0.00 -0.15 -0.03
H -0.4088 4.3784 2.0053 -0.05 0.91 -0.10
H 1.3574 0.1662 -3.2278 0.04 -0.13 -0.07
H -0.3210 -2.9619 -0.8951 0.06 0.04 0.11
H 1.8958 -1.5272 -3.1594 -0.10 0.15 0.08
H -1.8035 -1.5188 -2.2039 0.07 -0.15 -0.08
```
Forces are in eV/Å.

=====

3.
C27H27BrIMgN5O2 as an isolated structure. Source: the Open Molecules 2025 dataset; level of theory: ωB97M-V with the def2-TZVPD basis set.

The energy relative to the best compared isomer or geometry (same formula, charge and spin) is 10.78 kcal per mole. Its frontier orbital gap is 7.5941 eV. For the LUMO energy, the calculation gives 0.20 eV.

XYZ file:
```
64
Properties=species:S:1:pos:R:3:forces:R:3
I -2.9742 -0.3580 -0.0214 -0.06 0.61 0.03
Br -2.4477 -2.6077 -6.5012 0.19 0.18 0.10
Mg 0.2149 -0.3565 0.0753 -0.17 -0.23 0.37
O -0.1770 -0.9516 -1.8188 -0.51 -0.46 0.07
O 1.8158 -0.1485 -2.3166 0.66 0.37 -0.12
N -0.0927 -2.7079 0.1376 -0.53 -0.23 -0.32
N -0.3049 -1.0432 2.2063 0.00 -0.08 -0.31
N 1.3757 0.9284 1.8243 0.36 0.51 0.22
N 0.8026 -0.0944 -6.3688 0.32 0.28 -0.32
N 2.2326 -1.1037 0.2446 0.30 -0.30 -0.59
C -0.2242 -0.8250 -6.7582 -0.34 -0.21 -0.05
C -3.8661 3.8531 0.5493 0.11 0.26 0.01
C -0.7936 -2.2496 2.4336 -0.22 -0.47 0.59
C 2.6016 0.2612 2.1977 0.40 -0.07 -0.05
C -2.6828 4.5142 0.3963 -0.31 0.00 0.10
C 0.3377 -0.6742 -4.0984 -0.07 -0.06 -0.03
C 1.0842 -0.0300 -5.0795 0.05 -0.05 0.49
C 0.6954 -0.5646 -2.6309 0.07 -0.14 -0.97
C -0.7259 -0.4550 4.4694 0.05 -0.04 -0.13
C -1.2788 -2.6325 3.6828 0.04 0.14 -0.12
C 3.1992 -0.2421 0.8872 0.29 0.13 0.51
C -1.0147 -1.5264 -5.8587 -0.09 -0.12 -0.03
C -0.2470 -0.1660 3.1976 -0.11 0.13 0.77
C -3.9079 2.4594 0.3980 0.00 -0.42 -0.01
C 0.4129 1.1405 2.8733 -0.01 0.31 0.17
C -0.2957 1.6758 -0.2883 -0.21 0.15 -0.21
C 0.7908 2.4580 -0.6344 -0.19 -0.07 -0.13
C -1.4942 2.3837 -0.0063 0.25 0.46 -0.17
C -1.5015 3.8147 0.0825 -0.05 -0.23 0.04
C 0.8005 3.8600 -0.5851 -0.01 0.30 0.08
C -0.7767 -3.2344 1.2946 -0.09 -0.20 0.12
C -1.2558 -1.7116 4.7143 0.04 0.04 -0.19
C -0.7455 -1.4466 -4.5047 0.07 0.11 -0.09
C -0.3151 4.5277 -0.1706 0.21 0.05 -0.02
C -2.7538 1.7672 0.1526 -0.60 -0.45 0.19
C 1.2195 -3.2670 -0.1062 0.66 -0.21 0.11
C 2.2796 -2.4858 0.6654 0.07 -0.54 0.05
H -0.6611 0.2811 5.2554 0.03 0.10 0.04
H 3.2709 -2.9468 0.4954 -0.23 0.13 0.11
H -4.8545 1.9424 0.4728 0.02 -0.03 0.05
H 2.3581 -1.0344 -0.7663 0.10 0.00 -0.18
H 1.6998 1.9715 -0.9625 0.24 -0.10 0.00
H 1.6008 1.8051 1.3643 -0.22 -0.09 0.02
H 3.3799 0.6114 0.2293 0.04 -0.03 0.01
H -0.3210 5.6010 -0.0413 0.01 0.11 -0.11
H 1.4452 -3.1833 -1.1728 -0.08 -0.02 0.03
H 3.3188 0.9109 2.7281 -0.16 -0.14 -0.02
H -2.6320 5.5901 0.4910 -0.04 0.10 -0.01
H -0.2928 -4.1618 1.6460 -0.21 0.13 -0.03
H -4.7770 4.3860 0.7781 -0.07 0.07 -0.01
H 4.1576 -0.7510 1.0592 -0.04 0.06 -0.04
H -0.3448 1.8337 2.4950 0.01 0.05 0.02
H -1.3498 -1.9641 -3.7744 -0.03 0.02 0.04
H -1.6625 -3.6305 3.8376 0.00 -0.08 -0.03
H -1.8131 -3.4827 1.0399 0.10 -0.01 0.03
H 1.7021 4.4031 -0.8403 0.03 0.05 -0.02
H 2.3689 -0.5880 2.8475 0.03 0.06 0.03
H -0.6590 -2.8023 -0.6955 0.02 0.11 0.05
H 1.9441 0.5609 -4.7988 0.05 0.05 0.11
H 2.0582 -2.5357 1.7377 0.10 -0.07 -0.02
H 1.2720 -4.3352 0.1728 0.01 0.23 -0.13
H -0.4231 -0.8430 -7.8209 -0.11 -0.12 -0.07
H -1.6195 -1.9736 5.6976 -0.04 -0.01 0.04
H 0.8448 1.5737 3.7901 -0.11 -0.03 -0.09
```
Forces are in eV/Å.

=====

4.
C23H10BrCl5CoNO4 as an isolated structure in a non-equilibrium geometry. Source: the Open Molecules 2025 dataset; level of theory: ωB97M-V with the def2-TZVPD basis set.

The energy relative to the best compared isomer or geometry (same formula, charge and spin) is 15.22 kcal per mole. The spin multiplicity is 2. Its expectation value of S² is 0.909. Its frontier orbital gap (spin up / spin down) is 7.3515 / 7.1688 eV. For the LUMO energy (spin up / spin down), the calculation gives 1.85 / 1.85 eV. As for the total charge: -1.

XYZ file:
```
45
Properties=species:S:1:pos:R:3:forces:R:3
Br -1.8901 1.9539 2.3779 0.15 -0.20 -0.17
Co 0.1651 0.4966 1.8463 -0.15 0.15 -0.25
Cl 2.0491 1.9533 3.1346 0.14 -0.18 0.05
Cl 6.4470 -0.9713 1.8953 -0.01 0.00 -0.01
Cl 4.6477 -2.8637 0.1969 -0.02 0.01 0.00
Cl 5.1601 1.4825 3.3647 -0.01 0.00 -0.01
Cl 1.5870 -2.3436 -0.0249 0.10 0.08 -0.05
O -0.3200 0.8316 -6.8075 0.25 -0.33 -0.10
O 1.0100 2.5010 -7.0309 0.36 -0.19 -0.12
O 1.8731 2.7662 -0.2100 0.18 -0.20 0.06
O 0.2151 1.2652 0.0035 0.03 -0.23 -0.01
N 0.4582 1.6506 -6.3588 -0.85 0.73 0.33
C 0.8673 1.8890 -2.1658 0.13 -0.17 0.06
C -3.0417 0.4600 2.0888 -0.01 -0.03 0.03
C 1.9365 -0.3065 1.7203 -0.10 0.12 0.05
C 3.9300 -1.5478 1.0568 0.03 0.01 0.03
C -4.3767 0.6951 1.9698 -0.02 -0.05 0.00
C 1.4224 2.7149 -4.3620 0.01 -0.03 0.15
C 1.5510 2.7804 -2.9845 0.02 0.03 -0.02
C -2.8531 -3.2333 2.1343 -0.04 0.05 -0.01
C 0.0540 0.9125 -2.7301 -0.03 0.00 -0.05
C 4.7440 -0.6990 1.8041 0.01 0.00 0.02
C -4.7509 -1.6762 1.8828 0.02 0.01 0.00
C 0.6041 1.7317 -4.8898 0.20 -0.18 -0.32
C -5.2492 -0.4081 1.8390 0.01 0.04 0.00
C -0.0832 0.8227 -4.1067 0.03 -0.01 0.15
C 4.1766 0.3837 2.4723 -0.02 -0.06 -0.03
C -0.6217 -2.3329 2.3046 0.06 -0.05 0.05
C -1.5141 -3.4282 2.3051 0.02 0.03 0.00
C 2.8024 0.5400 2.3957 -0.03 0.21 0.13
C -1.0278 -1.0277 2.1475 0.06 -0.02 0.15
C 1.0412 1.9760 -0.6499 -0.32 0.57 -0.04
C -3.3602 -1.9162 2.0256 -0.05 -0.13 0.01
C -2.4478 -0.8296 2.0813 0.03 0.16 0.03
C 2.5523 -1.3271 1.0123 -0.12 -0.13 -0.11
H 1.9404 3.3983 -5.0173 -0.01 -0.01 -0.02
H -5.4184 -2.5278 1.8148 0.01 -0.01 0.00
H -1.1231 -4.4335 2.4147 0.01 0.00 0.00
H -3.5455 -4.0665 2.0940 0.01 0.00 0.01
H -4.7595 1.7061 1.9859 -0.02 0.00 0.00
H -0.4602 0.2270 -2.0704 0.00 0.00 0.00
H 2.1875 3.5164 -2.5121 -0.01 0.00 0.00
H -0.7026 0.0697 -4.5697 0.00 0.01 -0.01
H -6.3119 -0.2366 1.7251 0.00 0.01 0.01
H 0.4359 -2.5489 2.3965 -0.06 0.01 0.04
```
Forces are in eV/Å.